Computed, not measured: a molecular structure, C45H113CrN5O15, with the ωB97M-V functional and the def2-TZVPD basis.

```
179
Properties=species:S:1:pos:R:3:mulliken_charge:R:1
Cr 8.69 -1.82 -21.91 0.53
C 5.75 0.00 -24.46 -1.07
C 6.77 0.60 -23.55 0.09
C 6.07 1.56 -22.63 -0.84
O 7.68 -0.30 -22.99 -0.26
H 5.12 -0.74 -23.95 -0.15
H 6.19 -0.54 -25.29 0.42
H 5.09 0.67 -25.01 0.52
H 7.28 1.23 -24.28 0.10
H 5.47 2.35 -23.09 0.51
H 6.81 2.02 -21.97 0.28
H 5.40 1.03 -21.95 -0.24
C 5.68 -1.93 -19.77 0.55
C 6.43 -3.27 -20.13 0.91
C 5.66 -4.16 -21.04 -0.72
O 7.78 -3.03 -20.43 0.77
H 5.73 -1.30 -20.66 -0.31
H 6.03 -1.41 -18.88 -1.01
H 4.63 -2.13 -19.56 0.09
H 6.45 -3.83 -19.20 -0.69
H 4.74 -4.56 -20.61 0.23
H 6.31 -5.03 -21.14 0.44
H 5.49 -3.70 -22.01 -0.49
C 5.94 3.19 -18.98 -0.50
O 4.59 2.85 -18.74 -0.54
C 4.38 1.42 -18.79 1.58
C 3.08 1.06 -18.08 -0.69
N 1.93 1.49 -18.89 0.18
C 0.70 1.37 -18.16 -0.50
C -0.42 2.15 -18.93 -0.78
O -0.13 3.53 -18.95 -0.29
C -1.23 4.34 -19.26 -0.81
H 5.96 4.27 -19.15 0.34
H 6.26 2.55 -19.81 0.07
H 6.52 2.94 -18.09 0.23
H 5.20 0.93 -18.27 -0.97
H 4.37 1.07 -19.82 -0.17
H 3.09 1.54 -17.10 0.81
H 3.08 -0.02 -17.92 -0.43
H 2.18 2.41 -19.23 0.30
H 0.87 1.79 -17.17 0.58
H 0.45 0.32 -18.00 0.13
H -1.38 1.90 -18.47 0.52
H -0.48 1.77 -19.95 0.32
H -2.01 4.24 -18.50 0.30
H -1.61 4.03 -20.24 0.33
H -0.96 5.38 -19.42 0.24
C 8.93 0.86 -19.96 -0.55
O 9.44 -0.39 -20.36 0.17
C 10.85 -0.59 -20.10 -0.52
C 11.17 -1.96 -20.55 -0.24
N 10.83 -2.09 -21.99 -0.09
C 10.95 -3.50 -22.48 -0.76
C 10.05 -3.72 -23.72 -0.55
O 8.74 -3.29 -23.45 0.49
C 7.90 -3.40 -24.68 -0.67
H 7.86 0.83 -20.17 -0.33
H 9.32 1.67 -20.57 0.50
H 9.05 1.02 -18.89 0.30
H 11.07 -0.59 -19.04 0.19
H 11.47 0.13 -20.63 0.39
H 10.58 -2.69 -20.00 -0.38
H 12.19 -2.24 -20.30 0.63
H 11.63 -1.68 -22.45 0.33
H 10.73 -4.17 -21.65 0.17
H 12.01 -3.64 -22.71 0.51
H 10.11 -4.76 -24.06 0.35
H 10.54 -3.01 -24.38 0.36
H 8.03 -2.48 -25.24 0.24
H 6.89 -3.43 -24.26 -0.02
H 8.09 -4.24 -25.35 0.39
C 2.04 -6.97 -21.79 -0.63
O 1.45 -6.92 -23.07 -0.37
C 2.32 -7.10 -24.20 -0.58
C 1.49 -7.00 -25.48 -0.20
N 0.65 -8.25 -25.64 -0.39
C -0.23 -8.14 -26.77 -0.46
C -1.22 -9.29 -26.75 -0.71
O -2.02 -9.31 -25.54 -0.35
C -3.04 -8.32 -25.51 -0.68
H 1.25 -6.77 -21.06 0.32
H 2.87 -6.27 -21.73 0.06
H 2.46 -7.94 -21.52 0.45
H 2.80 -8.07 -24.09 0.55
H 3.09 -6.34 -24.11 0.21
H 2.19 -6.81 -26.30 0.31
H 0.84 -6.13 -25.38 -0.07
H 0.04 -8.40 -24.85 0.35
H 0.36 -8.17 -27.68 0.34
H -0.75 -7.18 -26.71 0.27
H -0.59 -10.17 -26.86 0.34
H -1.87 -9.30 -27.62 0.41
H -3.61 -8.35 -26.44 0.32
H -2.75 -7.27 -25.44 0.24
H -3.70 -8.56 -24.68 0.26
C 4.37 -7.64 -18.70 -0.43
O 3.68 -6.91 -17.68 -0.39
C 4.56 -6.03 -16.86 0.63
C 3.77 -5.65 -15.60 -1.26
N 2.54 -4.86 -15.83 -0.24
C 2.75 -3.53 -16.38 0.29
C 2.19 -3.44 -17.80 0.75
O 0.78 -3.49 -17.70 -0.56
C 0.12 -3.04 -18.88 -0.27
H 3.68 -8.23 -19.30 0.21
H 5.04 -8.32 -18.16 0.36
H 4.91 -6.98 -19.37 -0.01
H 4.84 -5.14 -17.43 -0.45
H 5.49 -6.46 -16.48 0.54
H 4.37 -5.19 -14.82 0.39
H 3.49 -6.63 -15.22 0.44
H 1.85 -5.32 -16.40 0.34
H 3.78 -3.17 -16.41 -0.51
H 2.21 -2.84 -15.75 0.06
H 2.47 -4.19 -18.54 0.40
H 2.52 -2.52 -18.27 -0.67
H -0.94 -2.94 -18.69 0.28
H 0.28 -3.86 -19.58 0.21
H 0.56 -2.10 -19.22 0.00
C 3.27 0.02 -15.05 -1.07
O 4.46 -0.37 -15.80 0.24
C 5.69 0.11 -15.28 -1.43
C 6.94 -0.35 -16.05 0.20
N 7.20 -1.78 -15.98 -0.38
C 8.29 -2.08 -16.91 1.72
C 9.63 -1.75 -16.28 -1.09
O 10.77 -2.16 -17.09 -0.10
C 12.01 -1.86 -16.46 -0.95
H 3.42 -0.54 -14.12 0.39
H 2.38 -0.34 -15.56 0.20
H 3.27 1.07 -14.76 0.42
H 5.73 -0.28 -14.26 0.52
H 5.73 1.19 -15.19 0.43
H 7.79 0.23 -15.69 0.37
H 6.83 -0.08 -17.10 -0.21
H 6.31 -2.09 -16.36 -0.01
H 8.14 -1.53 -17.84 -0.51
H 8.21 -3.15 -17.08 -0.47
H 9.65 -2.10 -15.25 0.46
H 9.68 -0.67 -16.13 0.34
H 12.82 -1.98 -17.17 0.24
H 12.11 -2.50 -15.59 0.32
H 12.05 -0.83 -16.10 0.38
C 2.31 0.83 -22.93 -1.35
C 1.82 -0.41 -22.19 1.19
C 2.91 -1.14 -21.38 1.14
O 0.76 -0.23 -21.25 -0.66
H 1.50 1.28 -23.50 0.44
H 3.19 0.67 -23.56 0.11
H 2.62 1.62 -22.24 0.25
H 1.45 -1.07 -22.98 -0.26
H 2.44 -2.10 -21.15 0.43
H 3.09 -0.63 -20.43 -0.98
H 3.88 -1.10 -21.87 -0.65
H 1.20 0.25 -20.54 0.07
C 0.99 -3.67 -24.60 -1.42
C 2.18 -3.24 -25.48 0.41
C 3.53 -3.16 -24.73 0.10
O 2.26 -4.02 -26.58 -0.51
H 1.35 -4.33 -23.81 0.13
H 0.22 -4.20 -25.16 0.40
H 0.51 -2.83 -24.10 0.43
H 1.97 -2.25 -25.87 0.41
H 4.43 -2.88 -25.28 0.39
H 3.66 -4.08 -24.16 -0.35
H 3.52 -2.41 -23.95 -0.33
H 2.64 -3.55 -27.32 0.34
C 9.83 -7.81 -20.08 -1.59
C 8.77 -6.73 -19.63 1.06
C 9.16 -5.97 -18.36 -1.19
O 8.68 -5.80 -20.67 -0.53
H 10.87 -7.51 -19.96 0.34
H 9.56 -8.06 -21.10 0.38
H 9.64 -8.72 -19.50 0.43
H 7.76 -7.11 -19.48 -0.07
H 10.06 -5.37 -18.54 0.18
H 9.55 -6.66 -17.61 0.59
H 8.44 -5.32 -17.87 0.02
H 8.13 -5.07 -20.39 -0.28
```

HOMO energy (alpha / beta): -6.90 / -7.84 eV
multiplicity: 5
F_max: 3.5 eV/A

***

Computed, not measured: 12 unconnected molecules or ions with the total composition C45H113O28P3, with the ωB97M-V functional and the def2-TZVPD basis.

```
189
Properties=species:S:1:pos:R:3:mulliken_charge:R:1
C -1.70 4.90 -5.54 -0.60
O -0.77 4.40 -6.49 -0.20
P -0.45 5.10 -7.97 1.01
O -1.67 5.59 -8.62 -0.69
O 0.85 6.13 -7.84 -0.24
C 0.93 7.30 -8.58 -0.74
O 0.26 3.90 -8.82 -0.37
C 1.33 3.17 -8.33 -0.62
H -2.36 4.09 -5.24 0.21
H -2.29 5.66 -6.05 0.32
H -1.22 5.19 -4.61 0.25
H 0.01 7.63 -9.06 0.32
H 1.75 7.36 -9.30 0.27
H 1.08 8.13 -7.90 0.27
H 2.33 3.46 -8.67 0.23
H 1.21 2.17 -8.73 0.25
H 1.11 3.03 -7.27 0.33
C -3.07 2.77 8.91 -0.79
O -3.11 2.46 7.55 -0.24
P -1.70 2.45 6.76 1.02
O -1.86 2.51 5.28 -0.65
O -0.93 1.12 7.35 -0.33
C -1.64 -0.13 7.29 -0.62
O -0.85 3.73 7.41 -0.35
C -1.11 5.12 7.23 -0.64
H -2.15 2.49 9.43 0.36
H -3.76 2.08 9.39 0.31
H -3.31 3.81 9.13 0.28
H -2.60 -0.07 6.77 0.32
H -1.83 -0.34 8.34 0.24
H -1.04 -0.86 6.75 0.24
H -0.40 5.76 6.70 0.28
H -1.06 5.59 8.21 0.26
H -2.13 5.24 6.84 0.29
C 0.40 -5.50 -6.54 -0.70
O 1.44 -4.62 -6.04 -0.31
P 2.46 -5.14 -4.94 1.03
O 3.39 -4.11 -4.41 -0.68
O 3.13 -6.43 -5.71 -0.34
C 3.96 -7.38 -5.04 -0.67
O 1.56 -5.87 -3.79 -0.26
C 0.51 -5.13 -3.17 -0.73
H -0.51 -4.92 -6.69 0.29
H 0.15 -6.43 -6.04 0.33
H 0.74 -5.92 -7.49 0.29
H 4.35 -7.10 -4.06 0.31
H 4.85 -7.60 -5.62 0.28
H 3.40 -8.30 -4.89 0.27
H -0.43 -5.59 -3.45 0.29
H 0.46 -4.07 -3.41 0.34
H 0.56 -5.13 -2.08 0.27
C 6.61 7.08 -4.57 -0.63
C 5.99 5.91 -5.37 -0.36
C 7.08 5.57 -6.40 -0.40
O 8.27 5.98 -5.79 -0.43
C 8.08 6.94 -4.74 -0.14
H 6.26 7.12 -3.54 0.32
H 6.17 8.01 -4.93 0.29
H 5.05 6.25 -5.79 0.22
H 5.76 5.00 -4.81 0.22
H 6.95 6.24 -7.26 0.27
H 7.13 4.51 -6.63 0.29
H 8.48 7.93 -4.96 0.25
H 8.50 6.60 -3.79 0.10
C 4.75 4.67 2.28 -0.52
C 4.05 3.93 1.19 -0.32
C 3.37 5.00 0.32 -0.32
O 3.59 6.21 1.06 -0.43
C 4.82 6.11 1.76 -0.46
H 5.72 4.26 2.55 0.33
H 4.06 4.88 3.09 0.23
H 3.34 3.28 1.69 0.21
H 4.81 3.37 0.64 0.28
H 2.30 4.80 0.24 0.19
H 3.70 5.13 -0.71 0.24
H 4.78 6.81 2.59 0.33
H 5.73 6.30 1.18 0.23
C -6.27 2.52 -3.03 -0.83
O -5.71 3.16 -1.88 -0.22
C -6.26 4.41 -1.53 -0.54
C -5.44 4.83 -0.25 -0.53
O -4.20 5.37 -0.64 -0.27
C -3.35 5.74 0.47 -0.65
H -6.14 3.06 -3.96 0.32
H -7.36 2.41 -3.02 0.31
H -5.78 1.56 -3.20 0.26
H -7.31 4.29 -1.26 0.36
H -6.17 5.07 -2.39 0.33
H -5.16 4.01 0.42 0.34
H -6.00 5.64 0.22 0.35
H -3.28 4.84 1.08 0.27
H -3.82 6.50 1.10 0.29
H -2.40 6.15 0.12 0.22
C -8.43 0.14 1.98 -0.71
O -9.23 -0.22 3.14 -0.35
C -8.54 0.10 4.35 -0.41
C -7.18 -0.62 4.69 -0.54
O -7.28 -2.02 4.65 -0.23
C -7.80 -2.61 5.84 -0.72
H -8.49 1.23 1.91 0.29
H -8.83 -0.11 0.99 0.31
H -7.42 -0.26 1.99 0.26
H -9.29 -0.14 5.11 0.31
H -8.32 1.17 4.40 0.36
H -6.80 -0.33 5.67 0.37
H -6.47 -0.38 3.91 0.26
H -7.78 -3.69 5.67 0.23
H -8.83 -2.26 5.98 0.29
H -7.21 -2.36 6.72 0.28
C -2.73 -7.00 5.13 -0.71
O -2.07 -7.30 3.97 -0.30
C -0.67 -7.04 4.15 -0.52
C 0.16 -7.49 2.93 -0.50
O 0.27 -8.93 3.09 -0.31
C 0.94 -9.54 2.05 -0.72
H -2.37 -6.04 5.51 0.29
H -2.57 -7.70 5.94 0.29
H -3.79 -6.82 4.97 0.24
H -0.24 -7.52 5.03 0.31
H -0.58 -5.96 4.21 0.41
H 1.14 -7.02 2.99 0.35
H -0.25 -7.16 1.98 0.36
H 0.41 -9.30 1.13 0.29
H 0.97 -10.62 2.12 0.26
H 1.99 -9.24 2.04 0.28
C 1.67 0.45 -2.44 -0.78
O 0.77 0.36 -1.35 -0.15
C -0.56 0.56 -1.86 -0.61
C -1.53 0.25 -0.69 -0.59
O -1.47 -1.15 -0.33 -0.23
C -2.19 -1.41 0.85 -0.80
H 1.41 -0.32 -3.17 0.31
H 2.70 0.21 -2.16 0.24
H 1.60 1.40 -2.96 0.28
H -0.79 -0.12 -2.69 0.34
H -0.64 1.58 -2.24 0.39
H -2.56 0.54 -0.91 0.43
H -1.32 0.89 0.17 0.31
H -1.74 -2.26 1.35 0.25
H -3.26 -1.56 0.66 0.32
H -2.15 -0.63 1.61 0.30
C -6.92 -6.36 0.84 -0.61
O -7.75 -7.55 0.66 -0.34
C -8.54 -7.99 1.74 -0.50
C -9.37 -9.25 1.43 -0.46
O -10.21 -8.91 0.34 -0.28
C -11.27 -9.78 0.10 -0.73
H -7.45 -5.42 0.82 0.28
H -6.15 -6.40 0.07 0.24
H -6.50 -6.39 1.85 0.23
H -9.11 -7.12 2.05 0.32
H -7.81 -8.25 2.51 0.36
H -9.98 -9.44 2.31 0.36
H -8.73 -10.11 1.22 0.32
H -10.89 -10.79 0.27 0.31
H -11.63 -9.74 -0.93 0.23
H -12.09 -9.55 0.79 0.26
C 4.30 -4.43 1.12 -0.64
O 4.67 -3.47 2.09 -0.33
C 3.96 -2.18 1.97 -0.49
C 2.52 -2.23 2.47 -0.65
O 2.41 -2.88 3.77 -0.21
C 3.07 -2.24 4.86 -0.86
H 4.75 -5.41 1.26 0.29
H 4.65 -4.15 0.13 0.28
H 3.23 -4.60 1.08 0.23
H 3.84 -1.72 0.99 0.35
H 4.58 -1.50 2.55 0.36
H 1.91 -2.64 1.67 0.35
H 2.02 -1.26 2.41 0.39
H 2.72 -1.22 5.03 0.34
H 4.15 -2.28 4.72 0.31
H 2.88 -2.58 5.87 0.27
C 9.19 3.27 -1.89 -0.73
O 10.59 3.39 -1.54 -0.34
C 10.64 3.74 -0.12 -0.43
C 12.07 4.02 0.27 -0.70
O 12.66 5.22 -0.06 -0.38
C 12.60 5.58 -1.41 -0.53
H 9.14 3.13 -2.97 0.27
H 8.61 4.17 -1.66 0.27
H 8.64 2.43 -1.47 0.32
H 10.15 3.03 0.54 0.49
H 10.13 4.69 0.05 0.33
H 12.71 3.23 -0.13 0.35
H 12.27 3.83 1.33 0.38
H 11.58 5.70 -1.79 0.13
H 13.04 4.86 -2.11 0.29
H 13.09 6.53 -1.59 0.28
```

HOMO energy: -9.42 eV
multiplicity: 1
F_max: 3.2 eV/A